{"formula": "C3H2BiO2", "method": "ωB97M-V/def2-TZVPD", "elements": ["O", "C", "C", "O", "C", "Bi", "H", "H"], "coordinates": [[0.0401, 1.0185, -0.8335], [0.5187, 0.7520, 0.3595], [-1.1185, -0.6504, 0.0597], [1.3830, 1.2923, 1.0332], [0.2587, -0.7111, 0.3426], [2.3528, 0.0546, -1.2100], [-1.6126, -1.3570, -0.6146], [-1.8221, -0.3989, 0.8631]], "s_squared": 0.8654, "energy_ev": -13049.56554, "charge": 2, "de_lowest_kcal_mol": 108.3, "spin_multiplicity": 2, "e_homo_ev": [-19.6255, -20.5768], "homo_lumo_gap_ev": [6.35, 7.44], "lumo_ev": [-13.27, -13.13]}